Below is 20 unconnected molecules or ions with the total composition C56H120N8O50S2 in a non-equilibrium geometry, with properties calculated with ωB97M-V/def2-TZVPD.

ORCA input file:
```
! wB97M-V def2-TZVPD RIJCOSX def2/J DEFGRID3
* xyz 0 1
C -24.82 22.11 -16.94
C -26.03 21.22 -17.09
O -25.69 19.99 -17.75
C -25.70 20.07 -19.07
O -25.91 21.04 -19.76
O -25.35 18.83 -19.53
C -25.34 18.77 -20.99
H -24.02 21.54 -16.49
H -25.12 23.05 -16.39
H -24.52 22.38 -17.93
H -26.84 21.65 -17.63
H -26.41 20.94 -16.11
H -24.35 19.17 -21.35
H -26.18 19.29 -21.38
H -25.38 17.74 -21.36
C -22.99 14.74 -11.61
C -23.27 15.36 -12.91
O -23.06 16.80 -12.73
C -22.77 17.46 -13.89
O -22.54 16.95 -14.97
O -22.92 18.75 -13.59
C -22.83 19.68 -14.66
H -21.95 15.01 -11.29
H -23.06 13.64 -11.76
H -23.66 15.06 -10.80
H -24.31 15.22 -13.23
H -22.58 15.02 -13.72
H -23.37 19.34 -15.54
H -21.80 20.00 -14.90
H -23.45 20.52 -14.29
C -19.75 18.49 -12.09
C -19.34 19.70 -12.92
O -19.36 20.98 -12.27
C -18.43 21.32 -11.43
O -17.59 20.55 -11.09
O -18.56 22.57 -10.94
C -19.54 23.47 -11.43
H -20.77 18.59 -11.68
H -19.00 18.25 -11.33
H -19.87 17.67 -12.79
H -19.99 19.82 -13.79
H -18.31 19.49 -13.30
H -19.54 23.48 -12.50
H -19.26 24.48 -11.05
H -20.55 23.25 -11.04
C -28.36 22.55 -10.71
C -27.59 22.34 -12.02
O -27.45 20.90 -12.16
C -27.01 20.49 -13.31
O -26.64 21.31 -14.20
O -26.96 19.18 -13.36
C -26.47 18.60 -14.56
H -27.83 22.37 -9.80
H -29.18 21.83 -10.75
H -28.84 23.49 -10.64
H -26.61 22.75 -12.08
H -28.24 22.64 -12.85
H -27.25 17.94 -14.90
H -25.60 17.99 -14.32
H -26.26 19.29 -15.36
C -15.96 8.97 -6.46
C -15.28 9.84 -7.46
O -15.89 11.08 -7.76
C -16.85 11.04 -8.67
O -17.30 10.04 -9.19
O -17.24 12.27 -8.95
C -18.26 12.38 -9.95
H -15.23 8.21 -6.15
H -16.79 8.45 -6.88
H -16.27 9.50 -5.58
H -15.17 9.24 -8.37
H -14.25 10.11 -7.20
H -19.19 11.97 -9.56
H -17.96 11.91 -10.85
H -18.37 13.41 -10.23
C -23.00 14.02 -16.24
C -23.93 13.32 -15.33
O -25.04 12.84 -16.12
C -26.12 12.52 -15.37
O -26.11 12.15 -14.24
O -27.21 12.82 -16.07
C -28.44 12.32 -15.61
H -22.75 13.42 -17.11
H -22.08 14.33 -15.76
H -23.43 14.93 -16.63
H -24.44 14.03 -14.64
H -23.54 12.44 -14.83
H -28.68 12.96 -14.78
H -28.33 11.32 -15.26
H -29.21 12.34 -16.42
C -22.72 21.52 -11.79
C -23.59 22.72 -12.13
O -22.91 23.99 -12.09
C -22.44 24.46 -13.18
O -22.27 23.88 -14.27
O -22.09 25.75 -12.98
C -21.62 26.47 -14.13
H -23.24 20.60 -11.95
H -22.42 21.59 -10.76
H -21.87 21.62 -12.48
H -24.38 22.91 -11.41
H -24.04 22.48 -13.10
H -20.54 26.38 -14.20
H -22.03 27.49 -14.03
H -22.05 26.01 -15.00
C -22.47 10.79 -8.27
C -21.66 12.03 -8.04
O -20.29 11.87 -7.53
C -20.21 11.46 -6.26
O -21.18 11.42 -5.55
O -18.93 11.15 -5.99
C -18.71 10.72 -4.65
H -23.34 11.13 -8.83
H -22.71 10.20 -7.38
H -22.04 10.12 -9.03
H -22.19 12.67 -7.34
H -21.57 12.56 -8.97
H -17.77 11.14 -4.35
H -18.59 9.64 -4.69
H -19.53 10.99 -4.00
C -21.20 17.50 -8.87
C -22.56 17.40 -8.17
O -22.96 16.02 -8.14
C -24.22 15.70 -8.38
O -25.14 16.47 -8.79
O -24.39 14.39 -8.22
C -25.62 13.86 -8.73
H -21.21 16.99 -9.81
H -20.52 16.91 -8.33
H -20.92 18.50 -8.94
H -23.30 18.00 -8.71
H -22.44 17.70 -7.14
H -25.80 14.14 -9.76
H -26.45 14.26 -8.18
H -25.57 12.78 -8.63
C -28.43 17.40 -18.07
C -29.67 18.23 -17.69
O -29.28 19.43 -16.93
C -30.34 20.34 -16.73
O -31.50 20.07 -16.75
O -29.85 21.52 -16.39
C -30.70 22.46 -15.78
H -27.78 17.16 -17.25
H -27.90 18.02 -18.79
H -28.78 16.50 -18.63
H -30.40 17.64 -17.11
H -30.21 18.65 -18.56
H -31.43 22.87 -16.41
H -30.06 23.24 -15.28
H -31.30 21.98 -14.94
C -17.82 14.42 -13.69
N -19.23 14.80 -13.51
O -19.51 15.27 -12.42
O -20.01 14.56 -14.39
H -17.20 15.14 -13.19
H -17.65 14.32 -14.77
H -17.70 13.42 -13.20
C -20.27 22.47 -15.87
N -19.19 21.78 -16.55
O -19.36 20.92 -17.38
O -18.11 22.25 -16.30
H -20.31 22.00 -14.87
H -21.24 22.26 -16.37
H -20.05 23.53 -15.82
C -20.71 10.05 -11.98
N -20.58 11.11 -12.99
O -21.62 11.59 -13.41
O -19.38 11.50 -13.18
H -20.18 10.26 -11.05
H -20.25 9.12 -12.30
H -21.78 9.91 -11.80
C -27.46 14.76 -12.92
N -27.45 15.58 -14.18
O -26.42 15.72 -14.79
O -28.51 16.13 -14.49
H -26.82 15.37 -12.22
H -27.04 13.80 -13.13
H -28.44 14.56 -12.56
C -25.55 19.00 -10.36
N -25.88 20.24 -9.60
O -26.92 20.25 -8.96
O -25.11 21.19 -9.64
H -24.68 19.18 -10.99
H -26.46 18.70 -10.91
H -25.32 18.28 -9.61
C -22.15 18.10 -18.15
N -22.26 19.45 -18.79
O -22.59 20.39 -18.10
O -21.95 19.45 -19.97
H -21.76 18.24 -17.14
H -21.55 17.57 -18.87
H -23.14 17.67 -18.14
C -17.73 19.05 -19.82
N -18.08 17.72 -19.27
O -18.27 17.55 -18.06
O -18.22 16.88 -20.11
H -17.86 19.79 -18.97
H -18.46 19.26 -20.63
H -16.74 18.94 -20.29
C -25.53 9.58 -12.43
N -25.20 10.78 -11.59
O -26.16 11.30 -10.99
O -24.10 11.26 -11.69
H -25.17 8.69 -11.92
H -24.94 9.77 -13.29
H -26.58 9.49 -12.68
C -19.02 13.88 -19.61
C -19.71 14.22 -18.29
C -20.00 12.81 -17.61
S -20.73 11.89 -19.05
O -22.14 12.07 -19.01
O -20.20 10.54 -19.14
C -20.01 12.92 -20.31
H -18.03 13.45 -19.37
H -18.93 14.78 -20.26
H -20.70 14.67 -18.43
H -19.21 14.97 -17.66
H -20.76 12.89 -16.81
H -19.11 12.23 -17.33
H -20.74 13.50 -20.88
H -19.53 12.24 -21.04
C -24.29 14.23 -19.66
C -25.80 14.46 -19.55
C -26.55 13.76 -20.65
S -25.69 14.29 -22.06
O -25.91 15.71 -22.32
O -25.79 13.42 -23.18
C -24.06 14.27 -21.20
H -24.08 13.19 -19.39
H -23.57 14.88 -19.09
H -25.93 15.54 -19.72
H -26.18 14.14 -18.53
H -27.55 14.13 -20.68
H -26.62 12.67 -20.70
H -23.48 15.11 -21.53
H -23.55 13.38 -21.61
*
```

Output
HOMO-LUMO gap: 9.47 eV
E_HOMO: -10.1367 eV